# 1
{"formula": "C24H34N2O7P2PtS2", "method": "wB97M-V/def2-TZVPD", "charge": -2, "homo_lumo_gap_ha": 0.2205, "relative_energy_kcal_mol": 27.69, "max_force_ev_per_a": 2.04, "e_homo_ev": -1.94, "molar_mass_da": 783.70, "elements": ["Pt", "N", "C", "C", "O", "N", "C", "C", "O", "O", "H", "H", "H", "H", "H", "H", "S", "P", "S", "C", "C", "C", "C", "C", "C", "C", "C", "C", "C", "C", "C", "H", "H", "H", "H", "H", "H", "H", "H", "H", "H", "C", "C", "C", "C", "O", "P", "O", "O", "O", "C", "C", "C", "C", "H", "H", "H", "H", "H", "H", "H", "H", "H", "H", "H", "H", "H", "H", "H", "H", "H", "H"], "coordinates": [[-0.4329, 0.8486, 1.4376], [-1.3782, -0.4574, 2.6543], [-2.8339, -0.3300, 2.4227], [-3.1484, 1.1574, 2.2215], [-4.2036, 1.6285, 2.6492], [-2.1766, 1.7909, 1.5416], [-2.1392, 3.2430, 1.6343], [-1.2375, 3.7747, 2.7942], [-1.4056, 4.9875, 3.0443], [-0.4418, 2.9600, 3.3150], [-1.0032, -1.3924, 2.5340], [-1.1255, -0.1384, 3.5879], [-3.4202, -0.7404, 3.2444], [-3.0688, -0.8680, 1.5033], [-3.1438, 3.6356, 1.7811], [-1.7390, 3.6168, 0.6949], [3.6855, -1.5997, -0.6039], [2.5115, -2.1613, 0.8659], [1.4210, -0.8482, 1.9220], [3.5148, -3.0172, 2.1413], [3.6267, -4.4019, 2.1919], [4.4520, -5.0112, 3.1303], [5.1772, -4.2395, 4.0243], [5.0737, -2.8536, 3.9745], [4.2486, -2.2478, 3.0423], [1.3769, -3.5012, 0.3042], [0.3564, -3.9563, 1.1371], [-0.5110, -4.9515, 0.7167], [-0.3735, -5.5015, -0.5532], [0.6353, -5.0503, -1.3897], [1.5072, -4.0552, -0.9621], [3.0691, -5.0149, 1.4946], [4.5227, -6.0923, 3.1603], [5.8156, -4.7124, 4.7614], [5.6341, -2.2419, 4.6713], [4.1531, -1.1693, 3.0126], [0.2500, -3.5174, 2.1224], [-1.3003, -5.2936, 1.3756], [-1.0576, -6.2720, -0.8890], [0.7455, -5.4690, -2.3831], [2.2949, -3.6824, -1.6059], [0.4018, 5.0058, -0.9711], [-0.6591, 4.4530, -1.9172], [-1.9895, 5.1606, -1.6932], [-0.2277, 4.6022, -3.3745], [-0.9204, 3.0579, -1.6435], [0.2681, 1.9744, -1.3909], [1.3023, 2.0790, -2.4443], [0.6490, 2.0104, 0.0812], [-0.5669, 0.6166, -1.5500], [-1.3161, 0.1230, -2.6610], [-0.8976, 0.7312, -3.9948], [-2.7830, 0.4251, -2.3664], [-1.0580, -1.3799, -2.6620], [0.4751, 6.0882, -1.1050], [1.3769, 4.5605, -1.1743], [0.1422, 4.7970, 0.0670], [-1.9203, 6.1943, -2.0422], [-2.2640, 5.1676, -0.6393], [-2.7770, 4.6527, -2.2540], [0.0687, 5.6371, -3.5671], [-1.0562, 4.3490, -4.0420], [0.6108, 3.9391, -3.5822], [-1.1327, 1.7948, -4.0329], [-1.4409, 0.2199, -4.7951], [0.1748, 0.6232, -4.1491], [-2.9503, 1.5025, -2.3792], [-3.0399, 0.0637, -1.3694], [-3.4329, -0.0530, -3.1053], [-0.0148, -1.5814, -2.9103], [-1.7034, -1.8836, -3.3868], [-1.2500, -1.7858, -1.6674]]}

# 2
{"formula": "C28H48BI2N6Ti", "method": "wB97M-V/def2-TZVPD", "charge": 1, "homo_lumo_gap_ha": [0.2549, 0.1131], "max_force_ev_per_a": 3.43, "e_homo_ev": [-10.60, -10.60], "molar_mass_da": 781.22, "spin_multiplicity": 3, "elements": ["Ti", "C", "C", "C", "C", "C", "C", "C", "C", "C", "N", "N", "B", "N", "N", "C", "C", "C", "C", "C", "C", "C", "C", "C", "N", "N", "C", "C", "C", "C", "C", "C", "C", "C", "C", "H", "H", "H", "H", "H", "H", "H", "H", "H", "H", "H", "H", "H", "H", "H", "H", "H", "H", "H", "H", "H", "H", "H", "H", "H", "H", "H", "H", "H", "H", "H", "H", "H", "H", "H", "H", "H", "H", "H", "H", "H", "H", "H", "H", "H", "H", "I", "C", "I", "H", "H"], "coordinates": [[-0.1705, 0.9701, -2.3144], [1.8647, 4.9908, -1.5783], [2.0928, 3.5696, -1.0265], [3.1313, 3.5615, 0.0327], [0.7990, 2.9548, -0.6044], [-0.3158, 3.5715, -0.0365], [-1.2760, 2.6459, 0.2635], [-2.5820, 3.0846, 0.9388], [-2.4769, 3.9929, 2.1416], [-3.6183, 2.0414, 1.1637], [-0.7687, 1.3589, -0.0322], [0.5558, 1.5885, -0.5791], [-0.8460, -0.0196, 0.7553], [-1.2452, -1.0226, -0.3926], [-1.1189, -0.6772, -1.7573], [-1.1110, -1.8085, -2.5056], [-1.0702, -2.9040, -1.5365], [-1.2929, -2.3750, -0.2974], [-1.6268, -3.1427, 0.9163], [-2.8700, -3.9394, 0.4832], [-0.5360, -4.1298, 1.3377], [-1.5235, -1.8148, -3.9919], [-1.4113, -3.2643, -4.3603], [-2.9609, -1.2840, -4.1818], [0.5432, -0.4955, 1.2723], [1.3704, -1.0292, 0.2513], [2.5777, -1.0744, 0.8061], [2.4845, -0.9170, 2.2819], [1.1820, -0.4931, 2.4784], [0.3569, -0.1995, 3.6710], [-0.3769, -1.3402, 4.3275], [1.2864, 0.5381, 4.6675], [3.7198, -1.4759, -0.1157], [3.8586, -3.0582, -0.1797], [4.9704, -0.8640, 0.5152], [2.6958, 5.3487, -2.2492], [1.7446, 5.8354, -0.8847], [0.9951, 4.9466, -2.3145], [2.1946, 2.8842, -1.9003], [4.0636, 4.0468, -0.2650], [3.2583, 2.5413, 0.3424], [2.5563, 4.1189, 0.8617], [-0.5312, 4.6421, 0.0943], [-2.9429, 3.7494, 0.1204], [-1.8766, 3.5726, 2.9767], [-3.5251, 4.2072, 2.5076], [-2.0100, 5.0331, 1.8194], [-4.4090, 1.9057, 0.4016], [-4.1152, 2.3686, 2.1179], [-3.1819, 1.0349, 1.3301], [-1.7310, 0.0395, 1.5378], [-1.1916, -3.9729, -1.7523], [-1.7861, -2.4473, 1.7330], [-2.3902, -4.7634, -0.1244], [-3.4842, -3.3809, -0.2071], [-3.5493, -4.2905, 1.3033], [-0.0721, -4.7403, 0.5903], [-0.9192, -4.7382, 2.1938], [0.3028, -3.5998, 1.7958], [-0.7299, -1.2835, -4.5445], [-2.0402, -3.9311, -3.7329], [-0.4096, -3.6940, -4.3442], [-1.8378, -3.3604, -5.3673], [-3.3523, -1.3458, -5.2094], [-2.9741, -0.2332, -3.9998], [-3.5250, -1.8338, -3.4518], [3.1824, -0.8978, 3.0741], [-0.3952, 0.5258, 3.4146], [-0.0270, -2.3725, 4.2115], [-1.4139, -1.3711, 4.1437], [-0.2904, -1.2409, 5.3920], [2.2728, 0.1267, 4.8338], [0.8332, 0.4356, 5.6411], [1.4734, 1.5980, 4.4317], [3.4215, -1.0337, -1.0889], [3.7753, -3.5610, 0.8366], [4.8130, -3.3394, -0.6639], [2.9934, -3.4137, -0.7528], [5.2460, -1.3738, 1.5014], [4.7852, 0.1686, 0.7355], [5.8740, -0.8983, -0.1345], [-3.0261, 2.7236, -3.6167], [-0.8706, 2.4327, -3.6739], [1.8167, 0.1591, -3.9863], [-0.5374, 3.3906, -3.9605], [-0.7484, 1.7417, -4.5315]]}

# 3
{"formula": "C4H11NO2", "method": "wB97M-V/def2-TZVPD", "charge": 0, "homo_lumo_gap_ha": 0.3880, "smiles": "CCN(C)C=O.O", "relative_energy_kcal_mol": 35.94, "max_force_ev_per_a": 3.29, "e_homo_ev": -9.70, "molar_mass_da": 105.14, "elements": ["C", "N", "C", "C", "C", "O", "H", "H", "H", "H", "H", "H", "H", "H", "H", "H", "H", "O"], "coordinates": [[-0.6843, -0.6660, -1.4019], [0.1610, 0.3769, -1.1220], [-0.2679, 1.5380, -0.3201], [-0.5455, 1.1573, 1.1653], [1.5602, -0.1028, -0.8165], [-0.3836, -1.8675, -1.5012], [-1.7136, -0.2611, -1.4951], [-1.1435, 2.0422, -0.8022], [0.5030, 2.2762, -0.1757], [-1.3959, 0.5716, 1.4509], [0.3457, 0.5902, 1.4037], [-0.7408, 2.0433, 1.7644], [2.2142, 0.8417, -0.8290], [1.5471, -0.6883, 0.0929], [1.9203, -0.9096, -1.6471], [-0.4831, -3.0379, 1.7694], [-0.3402, -1.8606, 0.7910], [-0.5531, -2.0436, 1.6733]]}

# 4
{"formula": "C6H6N2O3", "method": "wB97M-V/def2-TZVPD", "charge": 0, "homo_lumo_gap_ha": 0.2994, "smiles": "O=C[C@@]1([N+](=O)[O-])C=CC=CN1", "relative_energy_kcal_mol": 111.03, "max_force_ev_per_a": 5.82, "e_homo_ev": -8.37, "molar_mass_da": 154.12, "elements": ["C", "C", "C", "C", "C", "C", "N", "N", "O", "O", "O", "H", "H", "H", "H", "H", "H"], "coordinates": [[-1.5739, -0.6074, 0.8561], [-2.0139, -0.6204, -0.5379], [-0.3493, -0.2114, 1.2046], [-1.2491, -0.1060, -1.4862], [1.3849, 1.6811, 0.5185], [0.7021, 0.2942, 0.3242], [-0.0493, 0.4947, -1.2121], [1.7490, -0.8252, 0.1536], [1.6083, 2.5052, -0.3132], [1.6222, -1.7609, 0.8448], [2.5270, -0.7295, -0.7713], [-2.1628, -1.0042, 1.5690], [-2.8187, -1.3387, -0.7601], [-0.0402, -0.4469, 2.3193], [-1.5076, -0.0316, -2.4800], [1.6201, 1.8807, 1.7013], [0.5513, 0.8265, -1.9305]]}

# 5
{"formula": "C5H8O2", "method": "wB97M-V/def2-TZVPD", "charge": 0, "homo_lumo_gap_ha": 0.3392, "smiles": "C=C[C@H](O)C(C)=O", "relative_energy_kcal_mol": 93.68, "max_force_ev_per_a": 6.11, "e_homo_ev": -8.83, "molar_mass_da": 100.12, "elements": ["C", "C", "C", "C", "C", "O", "O", "H", "H", "H", "H", "H", "H", "H", "H"], "coordinates": [[-0.3909, -0.8073, 0.0500], [1.3962, 0.1876, -1.5972], [0.0552, 0.4981, -0.9596], [-0.6018, 0.1750, 1.0847], [-1.5187, 0.5085, 1.9744], [0.5758, -1.7801, 0.3674], [-0.8160, 1.1287, -1.5612], [1.1581, -1.4389, 1.0609], [-1.2689, -1.2601, -0.4031], [0.0256, 1.1958, 0.5246], [2.1104, -0.2371, -0.8921], [1.8115, 1.1105, -2.0060], [1.2416, -0.5236, -2.4106], [-2.2285, -0.2399, 2.3185], [-1.5495, 1.4830, 2.4491]]}

# 6
{"formula": "C5H7ClO", "method": "wB97M-V/def2-TZVPD", "charge": 0, "homo_lumo_gap_ha": 0.2983, "relative_energy_kcal_mol": 84.65, "max_force_ev_per_a": 3.00, "e_homo_ev": -8.09, "molar_mass_da": 118.56, "elements": ["C", "C", "C", "C", "C", "O", "Cl", "H", "H", "H", "H", "H", "H", "H"], "coordinates": [[-2.4945, -0.6516, 0.3351], [-1.6435, 0.3874, 0.2112], [2.7668, 1.2538, 0.0964], [-0.5110, 0.4969, -0.6350], [1.6252, 1.4224, -0.8951], [0.3032, 1.4646, -0.2826], [3.2993, -0.4966, 0.2559], [-3.3873, -0.5705, 0.9367], [-2.3437, -1.6529, -0.0190], [-1.9815, 1.4111, 0.5393], [3.5500, 1.8067, -0.4922], [1.6340, 2.3791, -1.3461], [1.4868, 0.6740, -1.5884], [2.5696, 1.7465, 1.0822]]}

# 7
{"formula": "C11H12N4O4", "method": "wB97M-V/def2-TZVPD", "charge": 0, "homo_lumo_gap_ha": 0.3250, "smiles": "N#Cc1cnn2ccn([C@@H]3O[C@@H](CO)[C@@H](O)[C@H]3O)c12", "relative_energy_kcal_mol": 0.00, "max_force_ev_per_a": 1.59, "e_homo_ev": -8.43, "molar_mass_da": 264.24, "elements": ["N", "C", "C", "C", "N", "C", "C", "N", "N", "C", "H", "H", "H", "C", "O", "C", "C", "H", "O", "H", "H", "C", "O", "H", "H", "C", "O", "H", "H", "H", "H"], "coordinates": [[-0.6869, 3.7790, -1.3095], [0.1940, 3.4496, -0.6496], [1.2520, 3.0228, 0.1509], [1.4859, 1.7414, 0.6544], [1.0397, 0.4604, 0.6976], [1.9331, -0.2495, 1.4755], [2.9216, 0.5780, 1.8982], [2.6377, 1.8128, 1.3792], [3.1674, 3.0351, 1.3879], [2.3472, 3.7661, 0.6580], [2.5435, 4.8078, 0.5013], [3.7769, 0.3860, 2.5105], [1.7764, -1.2885, 1.6778], [-0.1526, -0.0440, 0.0856], [-0.9611, -0.6255, 1.0836], [-1.6815, -1.7163, 0.5368], [-3.0123, -1.2584, -0.1060], [-3.7615, -2.0418, 0.0429], [-2.9238, -0.9205, -1.4703], [-2.9174, -1.7493, -1.9700], [-3.3358, -0.3558, 0.4184], [-0.6840, -2.3677, -0.4504], [-1.2838, -3.0888, -1.4864], [-0.9060, -2.7539, -2.3182], [-0.0177, -3.0322, 0.1171], [0.1182, -1.1441, -0.9767], [-0.2757, -0.7885, -2.2625], [-1.2058, -0.4867, -2.2250], [1.1872, -1.3658, -1.0394], [-1.9138, -2.3718, 1.3791], [-0.6611, 0.8101, -0.3910]]}

# 8
{"formula": "C4H4FNO", "method": "wB97M-V/def2-TZVPD", "charge": 0, "homo_lumo_gap_ha": 0.3220, "relative_energy_kcal_mol": 66.75, "max_force_ev_per_a": 9.06, "e_homo_ev": -8.16, "molar_mass_da": 101.08, "elements": ["C", "C", "C", "C", "H", "H", "H", "H", "N", "O", "F"], "coordinates": [[0.9063, -0.1803, 0.0203], [0.4848, 1.1473, -0.0861], [-1.3840, -0.1468, -0.0803], [-0.2855, -1.0472, -0.0923], [2.5686, -1.4605, -0.0839], [0.8068, 2.0828, -0.1908], [-1.4887, 1.8117, 0.7115], [-0.2701, -2.2124, -0.2049], [-0.8947, 1.0468, -0.1227], [2.2362, -0.4547, 0.0777], [-2.6798, -0.5867, 0.0512]]}